{"formula": "C16H32O4S3", "method": "the ωB97M-V functional and the def2-TZVPD basis", "elements": ["C", "C", "C", "C", "C", "C", "H", "H", "S", "O", "C", "C", "H", "H", "S", "O", "O", "C", "C", "H", "S", "O", "C", "C", "C", "C", "C", "C", "H", "H", "H", "H", "H", "H", "H", "H", "H", "H", "H", "H", "H", "H", "H", "H", "H", "H", "H", "H", "H", "H", "H", "H", "H", "H", "H"], "coordinates": [[-3.0863, -0.0294, 5.3080], [-3.9072, 0.0614, 4.0278], [-3.8796, 1.4736, 3.4479], [-4.7179, 1.6315, 2.1792], [-4.2554, 0.7948, 0.9856], [-2.8252, 1.0838, 0.5579], [-2.5626, 2.1303, 0.6972], [-2.6658, 0.7949, -0.4793], [-1.6470, 0.0813, 1.5789], [-1.9898, -1.3120, 1.2782], [-0.1294, 0.4836, 0.5267], [1.0900, 0.5802, 1.4150], [0.8491, 0.6851, 2.4693], [1.7812, 1.3582, 1.1011], [1.9492, -1.0229, 1.1988], [3.1290, -0.8179, 0.4014], [2.1151, -1.6901, 2.4567], [0.6907, -1.8085, 0.1498], [0.0830, -0.6035, -0.5082], [-0.8464, -0.8255, -1.0352], [1.3258, 0.1180, -1.7257], [0.7575, 1.4349, -2.0430], [0.8055, -0.9587, -3.1374], [1.6872, -0.6768, -4.3437], [3.0372, -1.3939, -4.2948], [3.9213, -1.0503, -3.0953], [4.3054, 0.4247, -3.0148], [5.2055, 0.6815, -1.8128], [6.1449, 0.1425, -1.9169], [4.7138, 0.3408, -0.9047], [5.4268, 1.7418, -1.7177], [3.4082, 1.0390, -2.9183], [4.8164, 0.7201, -3.9350], [4.8372, -1.6416, -3.1746], [3.4375, -1.3380, -2.1605], [3.5805, -1.1514, -5.2114], [2.8580, -2.4728, -4.2988], [1.8312, 0.4022, -4.4209], [1.1641, -0.9999, -5.2483], [0.8809, -1.9959, -2.8207], [-0.2301, -0.6994, -3.3481], [-0.0205, -2.3403, 0.7784], [1.1905, -2.4849, -0.5359], [-0.3270, 1.4301, 0.0179], [-4.9262, 1.0012, 0.1476], [-4.3375, -0.2705, 1.2105], [-5.7518, 1.3612, 2.4044], [-4.7115, 2.6852, 1.8873], [-2.8459, 1.7648, 3.2502], [-4.2716, 2.1652, 4.1984], [-3.5085, -0.6501, 3.3047], [-4.9419, -0.2186, 4.2381], [-3.1255, -1.0364, 5.7151], [-3.4670, 0.6598, 6.0591], [-2.0455, 0.2177, 5.1106]], "forces_ev_per_a": [[-0.164, -0.108, -0.170], [0.193, 0.302, 0.143], [-0.358, -0.147, -0.052], [0.126, -0.024, 0.023], [-0.091, 0.096, 0.210], [0.186, -0.353, 0.432], [0.095, 0.169, -0.041], [0.186, -0.044, -0.067], [0.475, 1.532, -1.071], [-0.426, -1.316, -0.010], [-0.765, 0.336, 0.375], [0.363, -0.665, -0.029], [0.065, 0.010, 0.088], [0.086, -0.011, -0.025], [0.377, -0.254, 0.404], [0.103, 0.068, -0.089], [-0.396, -0.096, 0.233], [0.383, 0.200, 0.610], [0.030, 0.203, -0.643], [0.090, -0.009, -0.098], [-1.162, -1.212, -0.389], [-0.271, 1.330, -0.311], [0.360, 0.299, 0.301], [0.223, -0.134, 0.007], [0.009, 0.059, 0.086], [0.052, 0.127, -0.361], [0.115, -0.266, 0.206], [-0.140, 0.087, -0.153], [0.125, -0.055, 0.030], [0.038, 0.020, 0.098], [0.087, 0.101, 0.070], [0.044, 0.132, -0.144], [-0.088, 0.053, -0.076], [0.010, -0.053, 0.094], [0.109, -0.114, 0.061], [0.024, -0.073, -0.042], [0.000, -0.041, -0.088], [-0.057, 0.060, -0.135], [-0.054, 0.099, 0.073], [-0.043, -0.215, 0.038], [-0.127, 0.062, 0.196], [0.016, 0.035, -0.001], [0.194, -0.076, 0.015], [-0.023, -0.042, 0.084], [0.091, -0.091, -0.023], [-0.097, -0.054, -0.103], [-0.061, 0.069, 0.005], [-0.087, 0.032, -0.029], [0.030, 0.111, 0.119], [0.095, 0.052, 0.030], [-0.125, -0.146, -0.031], [-0.054, -0.067, -0.093], [0.059, -0.081, 0.113], [0.006, 0.070, 0.106], [0.145, 0.035, 0.026]], "lumo_energy_ev": 0.5625, "gap_ev": 9.74, "total_energy_ha": -2124.30559, "relative_energy_ev": 0.115, "total_charge": 0}

=====

{"formula": "C7H14", "method": "the ωB97M-V functional and the def2-TZVPD basis", "elements": ["C", "C", "C", "C", "C", "C", "C", "H", "H", "H", "H", "H", "H", "H", "H", "H", "H", "H", "H", "H", "H"], "coordinates": [[0.2626, 2.1604, 0.0897], [0.3916, 0.9647, -0.8547], [-0.4371, -0.2407, -0.4335], [-1.9449, 0.0055, -0.4821], [0.0699, -1.6236, -0.7767], [0.0527, -1.1814, 0.6575], [1.3878, -1.0220, 1.3584], [0.9341, 2.9721, -0.2090], [-0.7562, 2.5638, 0.1006], [0.5171, 1.8726, 1.1160], [0.1032, 1.2700, -1.8733], [1.4425, 0.6639, -0.9229], [-2.2819, 0.3477, -1.4716], [-2.2401, 0.7779, 0.2407], [-2.5159, -0.8973, -0.2369], [-0.6142, -2.3559, -1.2093], [1.0956, -1.7135, -1.0803], [-0.7210, -1.6230, 1.2812], [1.3242, -0.2376, 2.1138], [2.2444, -0.7607, 0.7184], [1.6854, -1.9428, 1.8741]], "forces_ev_per_a": [[-0.015, 0.051, 0.064], [0.111, -0.070, 0.047], [0.030, 0.019, 0.025], [0.056, -0.083, 0.034], [-0.359, -0.017, -0.089], [-0.130, -0.079, -0.044], [0.179, 0.140, 0.273], [-0.090, -0.102, 0.035], [0.155, -0.074, -0.013], [-0.035, 0.050, -0.136], [-0.005, -0.144, 0.207], [-0.083, 0.069, 0.031], [0.212, -0.109, 0.143], [0.105, -0.163, -0.110], [0.165, 0.074, -0.028], [0.153, 0.129, 0.371], [0.193, 0.060, -0.735], [0.013, 0.225, 0.021], [0.039, -0.005, 0.116], [-0.497, -0.034, -0.128], [-0.198, 0.061, -0.085]], "lumo_energy_ev": 1.1252, "gap_ev": 10.76, "total_energy_ha": -275.08583, "smiles": "CC[C@@]1(C)C[C@H]1C", "relative_energy_ev": 0.828, "total_charge": 0}

=====

{"formula": "C30H22Br2N5O5PtS", "method": "the ωB97M-V functional and the def2-TZVPD basis", "elements": ["Pt", "Br", "C", "C", "C", "Br", "C", "C", "C", "C", "N", "C", "C", "O", "H", "H", "H", "H", "C", "C", "C", "C", "N", "C", "C", "C", "C", "C", "C", "C", "H", "H", "H", "H", "H", "H", "H", "H", "O", "C", "O", "C", "C", "C", "C", "C", "C", "N", "O", "O", "H", "H", "H", "H", "S", "C", "N", "C", "C", "N", "H", "H", "H", "H", "H", "H"], "coordinates": [[-0.5430, -0.3307, 0.3531], [-5.3040, 2.6167, -1.1164], [-3.6581, 3.3487, -0.5435], [-3.5513, 4.7261, -0.3213], [-2.3607, 5.2771, 0.0526], [-2.2601, 7.1508, 0.3210], [-1.2162, 4.4648, 0.2311], [0.0587, 4.9618, 0.5706], [1.0995, 4.0927, 0.7008], [0.8747, 2.7200, 0.5291], [-0.2976, 2.2006, 0.2197], [-1.3438, 3.0644, 0.0449], [-2.5840, 2.4801, -0.3976], [-2.6203, 1.2239, -0.6448], [-4.4174, 5.3583, -0.4611], [0.1988, 6.0238, 0.7164], [2.0924, 4.4385, 0.9518], [1.6914, 2.0352, 0.6845], [-2.1669, 0.4780, 4.1711], [-1.8663, -0.6957, 4.8519], [-1.2749, -1.7509, 4.1809], [-0.9839, -1.6291, 2.8310], [-1.2833, -0.4699, 2.1985], [-1.8554, 0.5599, 2.8329], [-0.3778, -2.6491, 1.9709], [-0.0953, -3.9560, 2.3530], [0.3985, -4.8498, 1.4164], [0.6025, -4.4436, 0.1031], [0.3200, -3.1400, -0.2948], [-0.1660, -2.2626, 0.6493], [-2.6342, 1.3176, 4.6634], [-2.0945, -0.7865, 5.9053], [-1.0348, -2.6694, 4.6955], [-2.0621, 1.4366, 2.2327], [-0.2700, -4.2835, 3.3695], [0.6214, -5.8666, 1.7077], [0.9932, -5.1467, -0.6211], [0.4923, -2.8218, -1.3146], [1.4693, -0.0836, 0.9692], [1.8662, -0.2159, -0.2372], [0.9672, -0.3073, -1.1302], [3.2979, -0.2403, -0.5768], [4.2432, -0.1422, 0.4403], [5.5905, -0.1653, 0.1274], [5.9508, -0.2846, -1.2022], [5.0310, -0.3797, -2.2305], [3.6862, -0.3573, -1.9085], [7.3939, -0.3148, -1.5418], [8.1799, -0.2540, -0.6221], [7.6842, -0.3780, -2.7162], [3.9183, -0.0567, 1.4682], [6.3561, -0.0978, 0.8855], [5.3744, -0.4692, -3.2500], [2.9326, -0.4290, -2.6802], [-2.7034, -1.4620, 0.0401], [-2.8346, -1.4771, -1.6971], [-3.0986, -0.4339, -2.4280], [-3.0623, -0.7463, -3.8540], [-2.9295, -2.2923, -3.8591], [-2.6965, -2.5761, -2.4405], [-3.0798, 0.5072, -1.9648], [-2.2111, -0.2622, -4.3323], [-3.9733, -0.4106, -4.3438], [-2.0920, -2.6320, -4.4646], [-3.8365, -2.7811, -4.2130], [-2.5454, -3.4817, -2.0315]], "forces_ev_per_a": [[-0.292, -0.813, 0.717], [0.019, 0.044, -0.016], [0.014, 0.026, 0.026], [-0.095, 0.031, -0.007], [0.037, 0.074, 0.012], [0.000, -0.039, -0.010], [0.002, -0.075, 0.047], [-0.011, -0.002, 0.007], [0.082, 0.015, -0.009], [-0.119, -0.041, 0.045], [-0.001, 0.075, 0.281], [0.025, -0.007, -0.099], [0.043, -0.052, -0.076], [0.079, 0.295, 0.111], [-0.014, -0.026, -0.001], [-0.023, 0.003, -0.002], [0.004, -0.010, -0.011], [0.035, 0.043, 0.039], [0.011, -0.064, 0.006], [0.002, 0.009, -0.025], [-0.038, -0.012, 0.003], [0.034, -0.028, 0.043], [0.110, 0.142, 0.053], [-0.134, 0.091, -0.087], [-0.122, 0.053, 0.011], [-0.006, -0.007, -0.019], [-0.006, 0.021, -0.007], [0.019, -0.002, 0.025], [0.115, 0.026, -0.011], [0.217, 0.082, 0.305], [0.001, 0.006, -0.007], [0.001, -0.002, 0.001], [0.000, 0.003, 0.007], [0.003, -0.014, -0.017], [0.019, -0.001, 0.006], [0.000, 0.000, 0.002], [-0.008, -0.002, -0.004], [-0.018, -0.013, -0.003], [-0.060, 0.008, -0.479], [0.162, 0.136, 0.020], [-0.448, -0.150, -0.292], [0.008, 0.012, -0.018], [-0.022, -0.015, 0.020], [0.008, -0.015, -0.009], [-0.029, -0.040, 0.011], [0.007, 0.000, 0.006], [-0.035, -0.009, -0.003], [0.059, 0.163, -0.027], [-0.022, -0.054, -0.006], [-0.015, -0.061, 0.024], [0.005, 0.009, 0.000], [-0.001, 0.005, 0.000], [0.003, 0.005, 0.001], [0.010, 0.009, -0.009], [0.442, 0.320, -0.471], [-0.006, -0.045, -0.157], [0.045, 0.164, -0.337], [-0.023, -0.244, -0.032], [-0.041, 0.066, -0.067], [0.029, -0.083, 0.164], [-0.034, -0.022, 0.249], [0.010, 0.036, 0.051], [0.002, 0.023, 0.010], [-0.002, -0.017, 0.007], [-0.015, -0.009, 0.051], [-0.021, -0.020, -0.041]], "lumo_energy_ev": -4.2547, "gap_ev": 5.26, "total_energy_ha": -7471.66035, "relative_energy_ev": 1.637, "total_charge": 1}